# 1
This record from the OMol25 dataset describes C7H13N3 as an isolated structure. The level of theory is wB97M-V/def2-TZVPD.

Results
- Spin multiplicity: 3
- Charge: +2
- Kohn-Sham gap (spin up / spin down): 8.01 / 7.96 eV
- <S²>: 2.02

XYZ file:
```
23
Properties=species:S:1:pos:R:3:forces:R:3:lowdin_spin:R:1
C -0.224 0.327 -0.340 -0.40 -2.32 -0.37 0.2829
C 1.329 -0.762 0.254 0.37 0.70 -0.63 0.0605
C -0.071 -1.170 -0.432 1.91 1.92 -2.09 0.0448
C 2.474 -1.416 0.893 0.89 -0.10 -0.86 0.0131
C -0.603 -2.079 0.581 1.19 -0.82 1.48 0.0096
C 1.352 1.655 1.132 1.26 3.10 0.27 0.0042
C -2.974 1.804 -2.013 -5.38 0.96 -1.76 0.1540
N -1.016 1.024 -1.029 2.29 3.01 2.06 0.3669
N 0.986 0.517 0.406 -2.43 -1.45 -0.81 0.0468
N -1.788 1.167 -1.938 -0.08 -2.36 1.02 0.8878
H 2.120 -1.612 1.884 -0.31 -0.40 1.07 0.0060
H 3.387 -0.810 1.055 -0.66 0.20 -0.38 0.0003
H 2.802 -2.368 0.452 -0.48 0.26 -0.05 0.0013
H 0.310 -2.564 0.906 -0.16 -0.96 0.26 0.0017
H -1.289 -2.864 0.493 -1.31 -0.75 -1.28 -0.0001
H -0.868 -1.555 1.452 -0.70 0.99 1.26 0.0009
H 2.392 1.709 1.404 0.91 -0.24 -0.92 0.0001
H 1.077 2.555 0.506 0.34 -0.88 0.93 0.0025
H 1.012 1.754 2.154 -1.43 -0.43 0.06 0.0002
H -2.830 2.684 -2.631 -0.28 0.43 -0.36 0.0356
H -3.765 1.115 -2.551 1.63 1.23 0.71 0.0298
H -3.588 2.166 -1.092 1.88 -0.79 -0.68 0.0491
H -0.226 -1.279 -1.546 0.93 -1.32 1.07 0.0019
```
Positions in Å, forces in eV/Å.

---

# 2
This record from the OMol25 dataset describes one molecule with the formula C7H13N3O2. The level of theory is wB97M-V/def2-TZVPD.

Results
- SMILES: C=NCCCN1CC(=O)O[C@@H]1N
- Kohn-Sham gap: 10.09 eV

XYZ file:
```
25
Properties=species:S:1:pos:R:3:forces:R:3:mulliken_charge:R:1
C -1.501 1.070 2.166 1.18 -0.04 -2.63 0.5504
C 1.644 -0.310 -1.227 -0.07 -1.07 -1.22 -0.8772
C 1.395 -1.812 -0.861 0.39 1.06 0.75 -0.4505
C -0.814 -2.215 -0.293 2.53 -1.05 2.32 -0.3939
C 1.313 0.755 -0.184 0.91 0.04 -0.43 -0.7402
C -0.920 1.389 -0.071 -2.32 3.00 -1.09 -0.3439
C -0.034 0.594 1.894 -1.96 0.78 -1.36 -0.7786
N 0.001 -2.014 -1.213 0.25 -0.21 -1.33 -0.3402
N -1.505 1.088 -1.356 -0.60 5.68 0.94 -0.5072
N 0.027 0.561 0.446 1.16 -1.90 0.49 0.6456
O -1.999 1.477 0.924 1.00 -0.37 1.29 -0.3823
O -2.146 0.968 3.143 -0.48 0.20 0.87 -0.5248
H 2.647 -0.229 -1.639 0.28 0.42 0.34 0.4720
H 0.991 -0.197 -2.098 0.06 0.47 0.07 0.3905
H 2.139 -2.499 -1.409 -1.39 0.95 0.97 0.3271
H 1.470 -1.799 0.263 0.45 -0.92 -0.71 0.2010
H -0.311 -2.471 0.735 -1.64 0.62 -1.14 0.2042
H -1.855 -2.230 -0.464 -1.13 -0.18 -0.01 0.3680
H 2.106 0.797 0.596 -0.44 0.03 -0.44 0.4512
H 1.275 1.735 -0.735 0.36 -0.58 0.57 0.2538
H 0.029 -0.348 2.343 0.38 -1.57 0.64 0.2426
H 0.757 1.214 2.193 0.82 1.20 1.36 0.4455
H -1.859 0.243 -1.584 -0.87 -3.82 -0.08 0.2329
H -2.362 1.757 -1.361 2.03 -1.36 -0.49 0.2883
H -0.488 2.475 -0.208 -0.91 -1.38 0.33 0.2654
```
Positions in Å, forces in eV/Å.

---

# 3
This record from the OMol25 dataset describes C7H13N3O2S as an isolated structure. The level of theory is wB97M-V/def2-TZVPD.

Results
- Kohn-Sham gap: 9.30 eV

XYZ file:
```
26
Properties=species:S:1:pos:R:3:forces:R:3:mulliken_charge:R:1
C -1.821 -1.988 -0.813 -0.89 -0.85 -0.17 -0.5575
C -1.652 -1.483 1.501 0.25 0.03 -0.10 0.4931
C -0.251 -1.115 1.562 0.17 0.28 0.06 0.9115
C 1.770 -0.712 0.395 0.09 0.02 -0.34 -0.7210
C 1.509 0.197 -0.800 -0.06 0.53 0.40 -0.6890
C -0.061 1.665 -1.867 0.01 -0.30 -0.04 -1.1507
C 0.646 2.131 0.367 0.12 0.63 -0.73 -1.1213
H -2.677 -2.305 -1.460 0.71 0.24 0.68 0.2733
H -1.617 -0.946 -0.981 0.16 0.51 -0.02 0.1968
H -0.947 -2.592 -1.037 0.06 0.02 -0.10 0.2662
H 2.572 -1.405 0.141 0.04 0.06 0.06 0.3803
H 2.051 -0.162 1.293 -0.09 -0.05 -0.01 0.3838
H 1.276 -0.415 -1.670 0.17 -0.09 -0.06 0.4300
H 2.443 0.779 -0.990 -0.26 -0.27 -0.10 0.3592
H 0.726 2.282 -2.333 -0.10 0.05 0.03 0.3941
H -0.958 2.269 -1.721 0.12 0.05 0.04 0.3666
H -0.319 0.865 -2.575 0.09 0.13 0.18 0.3394
H -0.236 2.773 0.464 0.14 -0.07 0.06 0.3254
H 1.501 2.757 0.031 -0.19 -0.01 0.16 0.3484
H 0.879 1.715 1.323 0.10 -0.25 0.64 0.3677
N -2.341 -1.058 2.505 0.16 0.41 0.55 -0.5632
N 0.065 -0.390 2.588 -0.50 -0.05 0.26 -0.5041
N 0.371 1.092 -0.598 -0.10 -0.43 -0.35 0.1882
O -2.230 -2.221 0.554 -0.19 -0.21 -0.64 -0.3981
O 0.622 -1.531 0.632 -0.15 -0.10 0.04 -0.3980
S -1.322 -0.203 3.489 0.15 -0.28 -0.52 0.0789
```
Positions in Å, forces in eV/Å.

---

# 4
This record from the OMol25 dataset describes a 2-piece molecular cluster, C7H13N3S overall. The level of theory is wB97M-V/def2-TZVPD.

Results
- SMILES: Sc1nc[nH]n1.CC=C(C)C
- Kohn-Sham gap: 9.28 eV

XYZ file:
```
24
Properties=species:S:1:pos:R:3:forces:R:3:mulliken_charge:R:1
C -3.240 -1.890 -0.470 1.14 -1.17 0.18 0.0210
C -2.800 0.128 -0.050 0.43 -0.97 0.30 0.2579
C 1.541 -1.078 1.514 -0.83 -0.59 -1.13 -1.2101
C 1.389 1.017 -1.790 -0.52 -2.33 -0.99 -1.3694
C 1.895 1.835 0.505 -0.16 -2.95 2.33 -1.0236
C 1.346 -0.648 0.061 1.28 3.02 1.91 -0.2065
C 1.598 0.627 -0.359 -0.36 -0.78 -0.72 0.6497
N -3.800 -0.716 -0.494 0.19 0.86 -0.01 -0.5417
N -1.932 -1.776 -0.028 -1.06 -2.01 -0.19 0.1259
N -1.703 -0.536 0.261 0.74 3.02 0.43 -0.3823
S -2.958 1.896 0.057 -3.32 -1.04 -2.05 -0.2062
H -3.673 -2.863 -0.744 0.16 0.75 0.12 0.3828
H 0.545 -1.319 1.990 1.04 0.43 -0.25 0.2121
H 2.111 -2.020 1.432 0.00 0.38 0.64 0.2956
H 2.082 -0.290 2.034 -0.12 -0.61 0.47 0.3917
H 0.632 0.313 -2.175 0.13 0.21 -0.19 0.3460
H 0.952 1.977 -1.924 -0.02 1.02 0.01 0.3436
H 2.247 0.856 -2.464 -0.02 0.45 0.47 0.2948
H 2.672 2.495 0.177 0.44 0.14 -0.43 0.3612
H 0.951 2.385 0.602 0.26 0.05 0.33 0.1887
H 2.206 1.293 1.483 -0.52 2.10 -1.10 0.1988
H 1.071 -1.455 -0.551 -0.43 -0.52 -1.38 0.5393
H -1.952 2.210 0.718 2.78 0.18 1.74 0.0858
H -1.179 -2.443 0.215 -1.21 0.39 -0.49 0.2446
```
Positions in Å, forces in eV/Å.